# 1
C28H29N3O4 | the ωB97M-V functional and the def2-TZVPD basis

Energy above the lowest of the compared OMol25 structures with the same formula, charge and spin in kcal/mol: 3.5
Structure (SMILES): COCCCNC(=O)c1ccc(Cn2c(=O)c3ccccc3n(Cc3ccccc3C)c2=O)cc1
Strongest force on any atom in eV/Å: 0.71

Each line ends with the Löwdin charge.
CARTESIAN COORDINATES (ANGSTROEM)
C 2.055 3.246 3.016  -0.117
O 2.894 2.593 3.934  -0.185
C 3.519 1.432 3.436  -0.227
C 4.755 1.725 2.577  -0.152
C 5.424 0.433 2.101  -0.180
N 4.588 -0.293 1.174  0.063
C 3.878 -1.389 1.539  -0.462
O 4.016 -1.921 2.625  0.067
C 2.930 -1.916 0.513  -0.127
C 2.370 -1.134 -0.493  -0.021
C 1.452 -1.681 -1.369  -0.027
C 1.057 -3.008 -1.251  -0.198
C -0.002 -3.559 -2.168  -0.063
N -1.077 -2.584 -2.328  0.076
C -1.292 -2.029 -3.578  -0.373
O -0.677 -2.410 -4.551  0.090
C -2.278 -0.949 -3.597  -0.059
C -2.568 -0.319 -4.807  -0.003
C -3.444 0.742 -4.849  -0.074
C -4.023 1.192 -3.668  -0.059
C -3.748 0.581 -2.462  0.005
C -2.880 -0.513 -2.408  -0.131
N -2.607 -1.177 -1.231  0.039
C -3.165 -0.712 0.027  -0.078
C -2.578 0.611 0.459  -0.165
C -1.288 0.950 0.071  -0.015
C -0.724 2.154 0.450  -0.084
C -1.449 3.032 1.235  -0.087
C -2.725 2.691 1.643  -0.042
C -3.306 1.485 1.270  -0.232
C -4.685 1.142 1.747  -0.042
C -1.729 -2.236 -1.159  -0.431
O -1.527 -2.835 -0.126  0.112
C 1.616 -3.789 -0.249  -0.012
C 2.542 -3.248 0.620  0.003
H 1.289 2.563 2.625  0.074
H 2.614 3.673 2.174  0.083
H 1.572 4.053 3.563  0.090
H 3.820 0.861 4.318  0.133
H 2.797 0.829 2.867  0.120
H 5.466 2.302 3.171  0.118
H 4.473 2.327 1.710  0.105
H 6.378 0.662 1.618  0.120
H 5.600 -0.232 2.949  0.121
H 4.442 0.116 0.267  0.126
H 2.614 -0.085 -0.590  0.105
H 1.030 -1.063 -2.150  0.120
H 0.395 -3.742 -3.171  0.134
H -0.413 -4.484 -1.759  0.137
H -2.080 -0.691 -5.695  0.121
H -3.672 1.226 -5.785  0.104
H -4.698 2.034 -3.689  0.109
H -4.199 0.968 -1.565  0.105
H -2.919 -1.479 0.770  0.140
H -4.253 -0.659 -0.063  0.125
H -0.711 0.260 -0.528  0.106
H 0.277 2.403 0.132  0.100
H -1.019 3.976 1.536  0.102
H -3.284 3.373 2.267  0.109
H -5.051 1.906 2.428  0.078
H -5.385 1.071 0.913  0.080
H -4.685 0.186 2.268  0.088
H 1.309 -4.818 -0.140  0.119
H 2.969 -3.841 1.415  0.120

---

# 2
C27H28ClFN5O5Pt | the ωB97M-V functional and the def2-TZVPD basis

Energy above the lowest of the compared OMol25 structures with the same formula, charge and spin in kcal/mol: 21.1
Strongest force on any atom in eV/Å: 0.55
Net charge: +1

Each line ends with the Löwdin charge.
CARTESIAN COORDINATES (ANGSTROEM)
Pt 2.494 -2.429 1.803  1.246
C -5.268 -0.741 -0.396  -0.062
C -4.049 -1.245 -1.155  -0.196
N -2.793 -0.920 -0.485  -0.043
C -2.225 -1.856 0.333  0.031
C -1.087 -1.686 1.036  -0.028
C -0.591 -2.858 1.852  -0.600
O -1.396 -3.474 2.539  0.051
O 0.635 -3.219 1.705  -0.205
C -0.425 -0.396 1.038  -0.325
O 0.538 -0.117 1.732  0.048
C -1.046 0.608 0.138  -0.039
C -0.440 1.856 0.029  0.092
C -0.975 2.807 -0.794  -0.193
F -0.342 3.995 -0.935  0.065
C -2.151 2.575 -1.509  -0.161
C -2.761 1.338 -1.395  0.054
C -2.210 0.328 -0.594  -0.124
N -2.753 3.548 -2.364  -0.119
C -2.656 4.960 -2.017  -0.131
C -3.638 5.733 -2.919  -0.070
N -4.611 4.746 -3.494  0.045
C -3.921 3.824 -4.463  -0.071
C -2.613 3.354 -3.800  -0.118
H -6.183 -1.013 -0.924  0.080
H -5.246 0.344 -0.278  0.067
H -5.304 -1.184 0.599  0.086
H -4.019 -0.852 -2.172  0.112
H -4.087 -2.328 -1.251  0.124
H -2.756 -2.798 0.393  0.149
H 0.467 2.041 0.590  0.145
H -3.691 1.184 -1.924  0.109
H -1.659 5.380 -2.161  0.126
H -2.921 5.078 -0.967  0.142
H -3.141 6.202 -3.766  0.137
H -4.193 6.493 -2.375  0.137
H -5.403 5.212 -3.934  0.185
H -4.951 4.169 -2.721  0.182
H -3.753 4.381 -5.382  0.135
H -4.605 3.002 -4.661  0.134
H -1.757 3.912 -4.202  0.138
H -2.450 2.302 -4.016  0.136
C 0.744 -3.895 6.769  0.005
N 1.634 -3.423 5.721  -0.114
C 2.949 -3.052 5.870  -0.044
C 3.379 -2.666 4.641  -0.097
N 2.335 -2.798 3.758  -0.123
C 1.296 -3.257 4.434  -0.094
H 1.342 -4.215 7.618  0.093
H 0.165 -4.741 6.405  0.100
H 0.068 -3.103 7.085  0.097
H 3.452 -3.098 6.819  0.123
H 4.343 -2.312 4.321  0.108
H 0.332 -3.516 4.023  0.125
Cl 9.147 -1.068 -3.108  0.684
C 7.762 -1.317 -2.097  -0.660
C 7.929 -1.373 -0.721  -0.088
C 6.820 -1.571 0.082  0.000
C 5.560 -1.710 -0.491  -0.139
C 5.409 -1.654 -1.872  -0.002
C 6.512 -1.457 -2.683  -0.091
C 4.381 -1.923 0.364  -0.579
O 4.492 -2.026 1.637  -0.130
O 3.208 -2.014 -0.116  -0.104
H 8.915 -1.263 -0.293  0.109
H 6.921 -1.621 1.158  0.124
H 4.422 -1.770 -2.300  0.123
H 6.415 -1.414 -3.758  0.107

---

# 3
C34H73BNO13S4 | the ωB97M-V functional and the def2-TZVPD basis

Calculated total energy in eV: -108564.3147
Strongest force on any atom in eV/Å: 3.01
Net charge: -1

Each line ends with the Löwdin charge.
CARTESIAN COORDINATES (ANGSTROEM)
C 6.597 2.968 1.525  -0.123
C 5.505 2.899 0.384  -0.257
C 5.917 3.671 -0.916  -0.229
C 6.904 2.868 -1.863  -0.205
C 6.082 1.618 -2.420  -0.223
C 6.785 0.919 -3.631  -0.223
C 6.153 -0.472 -4.045  -0.239
C 5.863 -1.457 -2.843  -0.174
B 4.232 -1.802 -2.752  -0.692
C 3.364 -0.534 -2.141  -0.121
C 1.796 -0.801 -2.102  -0.381
C 1.083 0.593 -2.108  -0.068
O 1.552 -1.680 -0.992  -0.122
C 0.420 -1.405 -0.203  -0.191
C -0.973 -1.675 -0.854  -0.149
C -1.278 -1.789 -2.257  -0.024
C -2.636 -2.075 -2.709  -0.079
C -3.741 -2.282 -1.803  -0.107
C -3.450 -2.184 -0.349  -0.083
C -2.088 -1.873 0.088  -0.048
N 3.949 -3.163 -2.099  -0.019
C 4.294 -3.231 -0.678  -0.283
C 5.733 -3.791 -0.367  -0.193
C 5.979 -3.559 1.201  -0.267
C 6.476 -2.083 1.447  -0.137
H 6.188 2.410 2.412  0.070
H 6.730 4.034 1.843  0.055
H 7.571 2.526 1.202  0.073
H 4.572 3.370 0.800  0.101
H 5.269 1.818 0.223  0.090
H 6.455 4.618 -0.631  0.101
H 5.012 3.917 -1.532  0.102
H 7.797 2.504 -1.282  0.104
H 7.260 3.510 -2.709  0.100
H 5.064 1.992 -2.695  0.106
H 5.979 0.915 -1.560  0.084
H 7.899 0.800 -3.494  0.105
H 6.661 1.610 -4.517  0.099
H 6.890 -0.955 -4.752  0.094
H 5.242 -0.262 -4.672  0.090
H 6.337 -2.445 -3.120  0.084
H 6.298 -1.132 -1.860  0.071
H 3.882 -1.908 -3.920  0.086
H 3.756 -0.298 -1.105  0.094
H 3.594 0.361 -2.782  0.076
H 1.582 -1.337 -3.076  0.130
H 1.282 1.103 -1.120  0.079
H -0.029 0.582 -2.234  0.063
H 1.576 1.237 -2.884  0.084
H 0.477 -2.136 0.658  0.136
H 0.441 -0.399 0.314  0.118
H -0.471 -1.677 -3.006  0.099
H -2.843 -2.155 -3.803  0.097
H -4.778 -2.534 -2.110  0.083
H -4.221 -2.353 0.439  0.085
H -1.887 -1.828 1.188  0.102
H 3.017 -3.517 -2.294  0.069
H 3.569 -3.961 -0.203  0.115
H 4.174 -2.269 -0.108  0.089
H 5.781 -4.898 -0.547  0.099
H 6.566 -3.254 -0.879  0.087
H 4.948 -3.618 1.661  0.092
H 6.630 -4.343 1.659  0.087
H 5.828 -1.371 0.866  0.059
H 7.514 -1.968 1.045  0.069
H 6.418 -1.757 2.516  0.059
O 9.075 3.106 4.428  -0.269
S 8.397 4.268 4.918  0.577
O 7.652 5.130 4.049  -0.279
O 9.432 5.158 5.767  -0.267
C 10.643 5.580 5.129  -0.265
C 10.403 6.701 4.135  -0.077
C 7.351 3.796 6.260  -0.121
H 11.140 4.730 4.654  0.116
H 11.303 5.939 5.920  0.119
H 9.805 6.357 3.290  0.071
H 11.349 7.078 3.744  0.079
H 9.856 7.521 4.604  0.084
H 7.916 3.171 6.948  0.073
H 6.514 3.238 5.843  0.077
H 6.987 4.695 6.755  0.073
O -10.047 -1.173 -2.130  -0.282
S -9.801 -0.374 -0.963  0.587
O -9.527 1.028 -1.058  -0.270
O -8.654 -1.071 -0.087  -0.262
C -7.390 -1.353 -0.713  -0.257
C -6.557 -0.102 -0.909  -0.063
C -11.125 -0.605 0.183  -0.118
H -7.544 -1.877 -1.660  0.114
H -6.859 -2.036 -0.049  0.115
H -7.026 0.573 -1.626  0.075
H -5.562 -0.349 -1.278  0.061
H -6.457 0.443 0.032  0.083
H -11.320 -1.670 0.293  0.060
H -12.002 -0.101 -0.221  0.078
H -10.847 -0.158 1.136  0.075
O -13.835 -6.347 -2.713  -0.275
S -14.594 -5.219 -2.257  0.582
O -15.361 -4.416 -3.162  -0.278
O -13.636 -4.262 -1.396  -0.266
C -12.429 -3.777 -2.004  -0.251
C -12.699 -2.685 -3.020  -0.074
C -15.646 -5.729 -0.934  -0.126
H -11.870 -4.602 -2.451  0.121
H -11.815 -3.371 -1.199  0.101
H -13.250 -3.073 -3.879  0.072
H -11.765 -2.261 -3.384  0.063
H -13.306 -1.890 -2.581  0.087
H -15.065 -6.310 -0.221  0.073
H -16.439 -6.341 -1.361  0.075
H -16.073 -4.846 -0.464  0.073
O -3.906 1.652 1.345  -0.268
S -3.612 2.438 2.490  0.570
O -3.296 3.832 2.404  -0.276
O -2.456 1.696 3.322  -0.265
C -1.228 1.386 2.650  -0.261
C -0.377 2.624 2.442  -0.070
C -4.905 2.238 3.677  -0.125
H -1.422 0.878 1.701  0.102
H -0.687 0.684 3.286  0.124
H -0.853 3.319 1.749  0.071
H 0.598 2.356 2.031  0.081
H -0.233 3.156 3.385  0.084
H -5.129 1.178 3.784  0.072
H -5.778 2.772 3.305  0.074
H -4.583 2.668 4.623  0.072

---

# 4
C13H21CaO4P | the ωB97M-V functional and the def2-TZVPD basis

Calculated total energy in eV: -49723.6885
Strongest force on any atom in eV/Å: 5.56
Net charge: +2

Each line ends with the Löwdin charge.
CARTESIAN COORDINATES (ANGSTROEM)
Ca -2.042 1.849 -0.952  0.934
O -1.915 1.106 -4.582  0.161
C -1.964 1.310 -3.451  0.017
C -3.612 0.772 0.601  -0.012
O -4.408 0.287 1.278  0.161
C -0.576 3.555 0.041  -0.025
O 0.123 4.350 0.495  0.161
C -3.699 3.715 -1.389  0.015
O -4.473 4.542 -1.583  0.169
C -0.562 -0.199 2.920  -0.118
C 0.622 -0.261 1.945  -0.536
C 1.422 -1.555 2.130  -0.097
P 0.096 0.171 0.212  0.981
C 1.618 0.918 -0.560  -0.564
C 2.945 0.202 -0.295  -0.093
C 1.441 1.228 -2.058  -0.110
C -0.388 -1.454 -0.585  -0.554
C 0.723 -2.439 -0.951  -0.090
C -1.523 -2.160 0.184  -0.099
H -1.274 -1.022 2.766  0.072
H -1.115 0.745 2.832  0.060
H -0.188 -0.268 3.953  0.098
H 1.307 0.574 2.191  0.114
H 0.812 -2.462 2.014  0.078
H 2.294 -1.625 1.471  0.063
H 1.802 -1.559 3.164  0.103
H 1.702 1.894 -0.037  0.093
H 2.995 -0.807 -0.730  0.080
H 3.732 0.806 -0.769  0.097
H 3.176 0.155 0.776  0.078
H 0.599 1.904 -2.276  0.029
H 2.344 1.754 -2.404  0.101
H 1.328 0.318 -2.669  0.090
H -0.814 -1.116 -1.553  0.080
H 1.232 -2.878 -0.082  0.077
H 0.230 -3.262 -1.493  0.098
H 1.465 -1.997 -1.633  0.072
H -2.385 -1.505 0.392  0.035
H -1.890 -2.987 -0.447  0.101
H -1.179 -2.599 1.133  0.080